Run w
Entry from the OMol25 dataset: 2 unconnected molecules or ions with the total composition C3H2N2O3 (ωB97M-V with the def2-TZVPD basis set).

Last column: Löwdin charge in e.
CARTESIAN COORDINATES (ANGSTROEM)
O1 1.047 -2.161 1.367  0.11
O2 -1.877 0.837 0.931  0.12
O3 2.128 1.052 -0.171  0.12
N1 0.222 -0.596 -0.423  0.24
N2 -1.504 1.532 -1.286  0.23
C1 0.980 -1.104 0.556  -0.26
C2 -1.600 1.127 -0.176  -0.46
C3 1.335 0.193 0.031  -0.38
H1 -0.843 1.769 -1.922  0.05
H2 0.113 -2.647 1.094  0.22

Summary:
- SMILES = O=c1nc1O.N=C=O
- HOMO level (eV) = -10.19
- Kohn-Sham gap (eV) = 10.26

Run x
Entry from the OMol25 dataset: a molecular structure, C3H2N2O3 (ωB97M-V with the def2-TZVPD basis set).

Last column: Löwdin charge in e.
CARTESIAN COORDINATES (ANGSTROEM)
O1 -1.193 0.384 1.178  -0.06
O2 -2.649 1.101 0.674  0.07
O3 1.720 0.604 -0.532  -0.03
N1 0.607 1.144 -0.022  0.11
N2 -2.717 1.549 -0.350  0.26
C1 0.406 -1.074 0.043  0.04
C2 1.591 -0.705 -0.548  -0.12
C3 -0.151 0.186 0.405  -0.48
H1 -0.057 -1.968 0.214  0.08
H2 2.443 -1.221 -1.063  0.14

Summary:
- HOMO level (spin up / spin down) (eV) = -9.24 / -9.17
- Kohn-Sham gap (spin up / spin down) (eV) = 7.94 / 7.81

Which of the structures shown above is the most stable? The most stable is run w.